The following is a quantum chemistry calculation of a cluster of 20 separate species, C126H111Cl24NO14 in total in a non-equilibrium geometry, from the OMol25 dataset.

Each line ends with the Mulliken charge.
Atoms and positions in Å:
1 Cl 2.87 3.88 -4.32  -0.08
2 C 2.73 2.23 -5.02  0.12
3 C 4.12 1.51 -5.27  0.14
4 Cl 5.15 2.45 -6.40  -0.21
5 H 2.32 2.24 -6.03  0.50
6 H 2.14 1.69 -4.29  -0.55
7 H 3.98 0.50 -5.67  0.41
8 H 4.59 1.25 -4.33  -0.33
9 Cl -1.67 -6.97 5.83  -0.12
10 C -1.42 -7.51 4.19  -0.17
11 C -2.59 -8.36 3.71  -0.55
12 Cl -3.94 -7.31 3.28  -0.12
13 H -0.55 -8.16 4.23  0.38
14 H -1.13 -6.72 3.49  -0.03
15 H -2.84 -9.05 4.51  0.36
16 H -2.33 -8.98 2.85  0.30
17 Cl -2.08 4.56 -4.52  -0.03
18 C -2.89 6.03 -5.33  -0.28
19 C -1.92 6.99 -6.03  -0.29
20 Cl -2.93 8.30 -6.76  -0.20
21 H -3.43 6.62 -4.60  0.44
22 H -3.33 5.48 -6.17  -0.13
23 H -1.31 6.53 -6.81  0.33
24 H -1.28 7.39 -5.25  0.21
25 Cl -3.94 3.70 -8.04  -0.07
26 C -3.76 2.35 -9.17  -0.50
27 C -4.76 2.47 -10.19  -0.36
28 Cl -4.46 1.39 -11.61  -0.22
29 H -3.98 1.37 -8.74  0.20
30 H -2.76 2.35 -9.60  0.45
31 H -4.78 3.43 -10.71  0.32
32 H -5.70 2.37 -9.65  0.16
33 Cl -2.30 0.43 -7.14  -0.19
34 C -0.73 -0.53 -7.10  -0.66
35 C -0.40 -1.13 -5.70  0.78
36 Cl 1.03 -2.32 -5.61  -0.21
37 H 0.05 0.19 -7.35  0.38
38 H -0.93 -1.28 -7.87  0.41
39 H -1.17 -1.53 -5.05  -0.44
40 H -0.04 -0.24 -5.20  -0.18
41 Cl -2.13 1.99 4.03  -0.15
42 C -2.45 2.22 2.27  0.36
43 C -1.39 3.10 1.70  -1.26
44 Cl 0.02 2.21 0.98  0.11
45 H -3.39 2.77 2.22  0.44
46 H -2.48 1.26 1.75  -0.24
47 H -1.05 3.89 2.38  0.45
48 H -1.84 3.60 0.84  0.46
49 Cl 1.29 -4.50 7.20  -0.19
50 C 0.80 -3.13 6.25  0.55
51 C 2.04 -2.39 5.73  0.57
52 Cl 3.12 -1.84 6.94  -0.25
53 H 0.34 -2.47 6.98  0.00
54 H 0.11 -3.38 5.44  -0.24
55 H 1.97 -1.54 5.05  -0.45
56 H 2.56 -3.10 5.09  0.07
57 Cl 1.44 0.95 3.59  0.17
58 C 3.22 0.89 3.46  1.24
59 C 3.82 1.63 4.60  -0.43
60 Cl 3.49 3.44 4.35  -0.17
61 H 3.35 1.46 2.54  -0.94
62 H 3.51 -0.10 3.11  -0.61
63 H 4.86 1.38 4.84  0.19
64 H 3.29 1.33 5.50  0.58
65 Cl 0.67 -6.43 0.87  -0.13
66 C -0.28 -7.27 -0.39  -0.28
67 C -1.04 -6.13 -0.88  -0.05
68 Cl -0.22 -5.31 -2.26  -0.12
69 H -0.95 -7.98 0.09  0.25
70 H 0.27 -7.93 -1.06  0.35
71 H -1.25 -5.25 -0.27  -0.43
72 H -1.96 -6.60 -1.24  0.40
73 Cl 4.13 8.67 -2.10  -0.20
74 C 3.44 7.03 -2.19  0.47
75 C 2.01 7.06 -2.57  -0.18
76 Cl 0.94 7.47 -1.16  -0.22
77 H 3.54 6.50 -1.24  -0.36
78 H 3.98 6.47 -2.94  0.19
79 H 1.73 6.04 -2.83  -0.17
80 H 1.75 7.74 -3.39  0.45
81 Cl -9.07 -3.61 -1.23  -0.19
82 C -8.32 -2.01 -1.08  -0.17
83 C -8.72 -1.14 0.02  0.08
84 Cl -8.13 0.55 -0.39  -0.19
85 H -8.76 -1.46 -1.92  0.41
86 H -7.25 -2.13 -1.25  -0.22
87 H -8.29 -1.53 0.94  -0.19
88 H -9.80 -1.03 0.06  0.50
89 Cl 3.55 -5.77 -1.96  -0.21
90 C 2.85 -4.18 -2.53  0.67
91 C 3.99 -3.07 -2.32  -0.15
92 Cl 3.51 -1.55 -3.08  0.00
93 H 1.95 -3.96 -1.95  -0.77
94 H 2.55 -4.34 -3.57  0.46
95 H 4.94 -3.21 -2.83  0.61
96 H 4.00 -2.90 -1.25  -0.60
97 C -2.41 -4.03 -4.98  -0.93
98 C -3.80 -4.03 -4.25  0.61
99 C -4.93 -3.53 -5.14  -0.38
100 C -6.27 -3.26 -4.60  0.03
101 N -7.34 -3.03 -4.12  -0.52
102 H -1.65 -3.98 -4.20  -0.06
103 H -2.37 -3.26 -5.75  0.20
104 H -2.36 -4.98 -5.50  0.54
105 H -3.76 -3.20 -3.55  -0.42
106 H -4.18 -4.92 -3.75  0.49
107 H -4.98 -3.99 -6.13  0.51
108 H -4.70 -2.51 -5.47  0.05
109 C -6.63 0.73 -4.06  -0.18
110 C -6.72 0.39 -5.40  -0.46
111 C -7.19 1.44 -6.26  -1.18
112 C -7.22 2.83 -5.84  0.35
113 C -7.04 3.06 -4.45  0.03
114 C -6.79 2.01 -3.62  -0.35
115 C -7.04 4.39 -3.87  0.58
116 O -6.75 4.53 -2.75  -0.64
117 C -7.50 5.58 -4.75  0.44
118 C -7.64 6.89 -4.16  -0.82
119 C -8.05 7.92 -4.96  -0.47
120 C -8.39 7.63 -6.29  -0.57
121 C -8.13 6.39 -6.90  -0.40
122 C -7.61 5.35 -6.16  0.29
123 C -7.40 3.94 -6.78  0.69
124 O -7.45 3.79 -7.99  -0.70
125 H -6.67 -0.11 -3.38  0.64
126 H -6.36 -0.55 -5.76  0.29
127 H -7.28 1.20 -7.31  0.42
128 H -6.92 2.11 -2.56  0.28
129 H -7.50 7.14 -3.12  0.45
130 H -8.02 8.95 -4.62  0.42
131 H -8.77 8.40 -6.95  0.34
132 H -8.32 6.31 -7.96  0.48
133 C 2.72 4.09 1.35  -0.64
134 C 3.26 5.24 1.74  -1.08
135 C 4.44 5.81 1.19  -0.91
136 C 5.26 5.04 0.47  0.68
137 C 4.67 3.82 -0.06  0.12
138 C 3.40 3.38 0.44  1.22
139 C 5.31 3.01 -1.08  -0.17
140 O 4.85 1.98 -1.57  -0.42
141 C 6.73 3.41 -1.54  0.36
142 C 7.69 2.56 -2.20  -0.32
143 C 8.93 3.01 -2.58  -0.98
144 C 9.40 4.30 -2.23  -0.78
145 C 8.56 5.09 -1.41  -0.74
146 C 7.28 4.63 -1.04  0.83
147 C 6.52 5.48 -0.10  0.14
148 O 7.03 6.53 0.35  -0.73
149 H 1.82 3.62 1.74  0.30
150 H 2.67 5.82 2.44  0.53
151 H 4.74 6.80 1.48  0.56
152 H 2.97 2.55 -0.11  0.03
153 H 7.53 1.53 -2.46  0.63
154 H 9.50 2.34 -3.20  0.48
155 H 10.44 4.46 -2.46  0.38
156 H 9.06 5.99 -1.10  0.47
157 C -3.15 0.24 -2.98  -0.78
158 C -2.32 1.30 -3.22  -0.39
159 C -1.05 1.32 -2.79  -0.41
160 C -0.56 0.23 -1.95  1.05
161 C -1.38 -0.84 -1.72  -0.11
162 C -2.68 -0.84 -2.31  -0.12
163 C -1.01 -1.85 -0.68  0.30
164 O -1.83 -2.77 -0.36  -0.75
165 C 0.21 -1.73 0.00  0.14
166 C 0.63 -2.59 1.00  -0.08
167 C 1.94 -2.78 1.35  -0.64
168 C 2.82 -1.91 0.91  0.19
169 C 2.50 -0.86 0.09  0.19
170 C 1.16 -0.76 -0.38  1.26
171 C 0.83 0.36 -1.39  -0.62
172 O 1.52 1.32 -1.61  -0.72
173 H -4.16 0.23 -3.36  0.29
174 H -2.58 2.07 -3.93  0.05
175 H -0.53 2.25 -2.93  0.31
176 H -3.35 -1.64 -2.03  0.55
177 H -0.11 -3.31 1.33  0.61
178 H 2.21 -3.59 2.01  0.37
179 H 3.85 -2.11 1.18  -0.14
180 H 3.15 -0.14 -0.39  -0.24
181 C 6.83 -5.11 0.56  -0.83
182 C 5.58 -5.12 1.13  -0.27
183 C 5.33 -4.45 2.32  -0.83
184 C 6.32 -3.63 2.85  0.76
185 C 7.69 -3.78 2.42  0.19
186 C 7.91 -4.46 1.22  -0.59
187 C 8.80 -3.03 3.03  0.26
188 O 9.98 -3.16 2.71  -0.69
189 C 8.38 -2.02 4.06  1.15
190 C 9.36 -1.22 4.60  -0.18
191 C 9.05 -0.30 5.59  -0.71
192 C 7.80 -0.11 6.01  -0.92
193 C 6.75 -0.94 5.50  -0.91
194 C 7.09 -1.93 4.54  0.07
195 C 5.93 -2.76 4.03  0.25
196 O 4.82 -2.55 4.50  -0.47
197 H 7.16 -5.43 -0.42  0.41
198 H 4.89 -5.80 0.65  0.44
199 H 4.32 -4.50 2.69  0.48
200 H 8.88 -4.37 0.74  0.49
201 H 10.38 -1.23 4.24  0.45
202 H 9.89 0.20 6.05  0.41
203 H 7.62 0.53 6.85  0.47
204 H 5.76 -0.79 5.92  0.54
205 C -6.03 1.30 6.38  -0.98
206 C -6.97 0.50 6.92  -0.48
207 C -7.36 -0.64 6.23  -0.55
208 C -6.85 -0.97 4.98  0.94
209 C -5.97 -0.10 4.33  0.26
210 C -5.59 1.05 5.08  -0.60
211 C -5.39 -0.41 3.03  0.30
212 O -4.65 0.41 2.46  -0.73
213 C -5.74 -1.75 2.34  1.29
214 C -5.11 -2.06 1.08  -0.55
215 C -5.40 -3.31 0.47  -0.83
216 C -6.41 -4.08 0.97  -1.34
217 C -7.09 -3.76 2.16  -0.48
218 C -6.76 -2.58 2.88  -0.11
219 C -7.23 -2.32 4.31  0.27
220 O -7.83 -3.18 4.97  -0.69
221 H -5.73 2.17 6.94  0.39
222 H -7.16 0.57 7.98  0.43
223 H -7.94 -1.35 6.81  0.44
224 H -5.01 1.80 4.56  0.37
225 H -4.55 -1.37 0.47  0.76
226 H -4.92 -3.53 -0.47  0.75
227 H -6.60 -5.08 0.61  0.59
228 H -7.87 -4.43 2.48  0.54
229 C -4.76 -0.52 10.11  -0.74
230 C -5.39 -1.70 10.05  -0.46
231 C -5.14 -2.68 9.11  -1.06
232 C -4.25 -2.34 8.04  0.34
233 C -3.64 -1.11 8.07  0.72
234 C -3.86 -0.19 9.11  -0.37
235 C -2.64 -0.78 6.98  0.13
236 O -2.01 0.27 7.06  -0.73
237 C -2.59 -1.74 5.86  0.05
238 C -1.86 -1.27 4.76  0.24
239 C -1.49 -2.11 3.67  -0.19
240 C -2.26 -3.26 3.62  -0.17
241 C -3.01 -3.73 4.67  -0.65
242 C -3.22 -2.98 5.81  0.40
243 C -4.00 -3.48 6.99  0.04
244 O -4.47 -4.63 7.08  -0.68
245 H -4.88 0.20 10.90  0.43
246 H -6.14 -1.92 10.79  0.40
247 H -5.58 -3.66 9.07  0.55
248 H -3.28 0.72 9.18  0.51
249 H -1.45 -0.27 4.85  0.07
250 H -0.88 -1.67 2.90  -0.12
251 H -2.19 -3.92 2.76  0.38
252 H -3.54 -4.67 4.61  0.62
253 C 8.60 2.92 3.72  -1.04
254 C 7.19 2.99 3.64  -1.15
255 C 6.53 2.28 2.67  0.38
256 C 7.15 1.31 1.90  1.06
257 C 8.56 1.31 1.88  0.89
258 C 9.28 2.05 2.87  -0.94
259 C 9.29 0.37 0.91  0.35
260 O 10.54 0.31 1.02  -0.76
261 C 8.48 -0.12 -0.22  0.86
262 C 9.14 -0.67 -1.31  -1.27
263 C 8.35 -1.06 -2.40  -1.07
264 C 7.00 -0.95 -2.39  -1.19
265 C 6.31 -0.49 -1.26  1.48
266 C 7.06 -0.11 -0.20  0.46
267 C 6.35 0.33 1.01  -0.05
268 O 5.15 0.15 1.28  -0.29
269 H 9.18 3.57 4.36  0.50
270 H 6.69 3.72 4.26  0.52
271 H 5.47 2.44 2.71  -0.14
272 H 10.34 2.08 2.68  0.49
273 H 10.21 -0.74 -1.25  0.57
274 H 8.93 -1.33 -3.26  0.40
275 H 6.44 -1.15 -3.30  0.57
276 H 5.24 -0.39 -1.18  -0.89

Computed properties:
orbital gap: 7.78 eV
charge: 0
E_tot: -17020.62415 hartree